The following is a DFT calculation (ωB97M-V/def2-TZVPD) of a structure of composition C42H56AlN8O.

Summary:
**LUMO energy**: 2.19 eV
**Kohn-Sham gap**: 6.9 eV
**Total charge**: -1

Cartesian coordinates (Å):
C 5.449 -2.604 0.579
C 4.025 -2.115 0.062
O 3.060 -2.849 0.889
C 3.835 -0.564 0.147
Al 1.783 -0.237 0.264
C 0.816 -1.563 -0.994
C -0.567 -1.911 -0.355
C -1.791 -1.937 -1.165
C -3.068 -2.264 -0.556
C -3.151 -2.527 0.864
C -1.922 -2.501 1.698
C -0.641 -2.212 1.065
H 5.431 -2.572 1.696
H 5.520 -3.687 0.285
H 6.252 -1.973 0.127
H 3.846 -2.410 -1.004
H 2.663 -3.487 0.277
H 4.189 -0.005 -0.754
H 4.239 -0.151 1.115
H 1.407 -0.388 1.809
H 1.361 1.236 -0.209
H 1.421 -2.473 -1.240
H 0.665 -1.015 -1.972
H -1.763 -1.727 -2.261
H -3.993 -2.305 -1.175
H -4.102 -2.755 1.405
H -1.969 -2.698 2.790
H 0.248 -2.240 1.738
N -1.120 0.932 -3.902
C -0.342 2.022 -4.173
C -0.149 2.078 -5.531
C -0.844 0.979 -6.101
C -1.434 0.293 -5.069
H -1.415 0.643 -2.982
H 0.008 2.662 -3.379
H 0.425 2.825 -6.057
H -0.905 0.721 -7.147
H -2.048 -0.593 -5.066
N -3.930 -1.691 5.345
C -4.280 -0.402 5.042
C -5.332 -0.447 4.166
C -5.633 -1.814 3.942
C -4.759 -2.555 4.680
H -3.181 -1.961 5.959
H -3.747 0.431 5.471
H -5.830 0.407 3.734
H -6.408 -2.210 3.305
H -4.648 -3.622 4.790
N -2.838 3.963 -6.085
C -3.145 5.083 -5.365
C -3.934 5.888 -6.148
C -4.114 5.224 -7.387
C -3.428 4.038 -7.316
H -2.265 3.198 -5.758
H -2.775 5.211 -4.360
H -4.338 6.847 -5.861
H -4.682 5.575 -8.235
H -3.307 3.243 -8.034
N 7.626 2.340 1.270
C 6.912 2.766 2.356
C 6.608 1.668 3.120
C 7.165 0.536 2.474
C 7.789 0.980 1.339
H 7.977 2.931 0.538
H 6.680 3.811 2.490
H 6.048 1.678 4.041
H 7.114 -0.489 2.805
H 8.330 0.449 0.573
N -0.603 -2.760 7.611
C -1.352 -2.350 8.683
C -1.687 -3.461 9.413
C -1.114 -4.583 8.762
C -0.449 -4.119 7.656
H -0.223 -2.155 6.901
H -1.582 -1.307 8.830
H -2.277 -3.467 10.316
H -1.180 -5.615 9.070
H 0.117 -4.636 6.898
N 11.024 0.277 1.231
C 11.495 -0.840 0.597
C 12.705 -1.165 1.156
C 12.970 -0.210 2.171
C 11.914 0.665 2.194
H 10.155 0.742 1.021
H 10.931 -1.306 -0.195
H 13.329 -1.998 0.870
H 13.837 -0.168 2.811
H 11.719 1.528 2.810
N -5.651 -6.367 -0.530
C -4.874 -5.262 -0.754
C -4.633 -5.183 -2.101
C -5.294 -6.280 -2.715
C -5.916 -6.990 -1.721
H -5.978 -6.673 0.369
H -4.561 -4.631 0.061
H -4.047 -4.422 -2.592
H -5.311 -6.520 -3.766
H -6.520 -7.883 -1.756
N -6.099 8.521 -3.913
C -6.872 9.648 -3.984
C -8.137 9.269 -4.352
C -8.128 7.857 -4.503
C -6.857 7.426 -4.223
H -5.124 8.501 -3.670
H -6.456 10.619 -3.769
H -8.977 9.931 -4.495
H -8.959 7.230 -4.785
H -6.428 6.437 -4.219

Atom charges from the Mulliken analysis, given in e for atoms 1 to 6: -1.037, 0.018, -0.555, -0.363, 0.405, -0.489

=====

The following is a DFT calculation (ωB97M-V/def2-TZVPD) of a structure of composition C42H56BrN5O8PS2SiTi.

Summary:
**LUMO energy**: -3.06 eV
**Kohn-Sham gap**: 7.2 eV
**Total charge**: +1

Cartesian coordinates (Å):
Ti 0.452 0.347 -0.477
O -3.692 0.731 2.789
C -2.799 0.919 3.752
O -3.055 1.545 4.745
C -1.444 0.298 3.599
C -0.502 0.439 4.595
N 0.602 -0.202 4.183
N 0.470 -0.767 2.988
C -0.774 -0.480 2.619
C -1.255 -0.865 1.294
O -2.335 -0.540 0.843
O -0.368 -1.527 0.516
H -3.304 0.267 2.020
H -0.570 0.948 5.539
H 1.474 -0.294 4.676
S -0.356 4.386 -1.916
P -0.856 4.375 -0.038
S -1.529 2.541 0.755
C -2.370 5.288 0.346
C -3.047 5.935 -0.682
C -4.210 6.636 -0.405
C -4.698 6.688 0.891
C -4.023 6.044 1.918
C -2.859 5.348 1.650
C 0.453 4.955 1.070
C 0.514 4.578 2.409
C 1.506 5.092 3.228
C 2.438 5.983 2.717
C 2.385 6.354 1.382
C 1.398 5.839 0.559
H -2.658 5.879 -1.690
H -4.735 7.139 -1.206
H -5.609 7.233 1.102
H -4.404 6.082 2.930
H -2.337 4.852 2.457
H -0.205 3.874 2.810
H 1.546 4.799 4.268
H 3.207 6.389 3.360
H 3.108 7.051 0.981
H 1.355 6.116 -0.487
O 0.939 2.005 -0.012
N -0.013 1.651 0.954
C 3.115 1.341 -2.306
N 4.005 0.877 -1.248
C 5.421 1.231 -1.357
C 6.275 0.231 -0.608
C 5.757 0.105 0.807
N 4.334 -0.215 0.790
C 3.821 -0.917 1.951
C 3.533 0.161 -0.219
O 2.302 -0.193 -0.180
H 2.744 0.508 -2.905
H 3.683 2.015 -2.942
H 2.285 1.925 -1.900
H 5.570 2.245 -0.972
H 5.675 1.238 -2.417
H 7.314 0.558 -0.603
H 6.232 -0.740 -1.106
H 5.914 1.034 1.367
H 6.266 -0.694 1.347
H 4.213 -1.936 1.976
H 2.735 -0.947 1.935
H 4.150 -0.390 2.849
Br -3.464 2.902 -6.119
C -2.214 1.554 -5.702
C -1.739 0.723 -6.708
C -0.811 -0.266 -6.418
C -0.352 -0.428 -5.123
C -0.840 0.409 -4.123
C -1.776 1.407 -4.398
C -0.388 0.248 -2.738
O 0.555 -0.523 -2.384
O -0.938 0.911 -1.791
H -2.098 0.851 -7.719
H -0.450 -0.904 -7.210
H 0.373 -1.191 -4.875
H -2.120 2.054 -3.608
C -2.545 -3.361 2.547
C -1.388 -4.091 1.830
C -1.932 -5.512 1.555
C -0.242 -4.245 2.847
Si -0.806 -3.331 0.153
C 0.887 -3.967 -0.452
C 0.935 -5.507 -0.360
C 1.210 -3.589 -1.907
C 2.031 -3.408 0.409
C -2.190 -3.336 -1.170
C -2.007 -2.231 -2.214
C -3.614 -3.198 -0.606
C -2.129 -4.694 -1.907
H -2.673 -3.832 3.524
H -3.488 -3.463 2.017
H -2.394 -2.302 2.744
H -2.230 -5.937 2.516
H -1.201 -6.189 1.116
H -2.821 -5.505 0.927
H -0.653 -4.661 3.770
H 0.234 -3.297 3.093
H 0.526 -4.936 2.506
H 0.117 -5.998 -0.883
H 0.953 -5.869 0.666
H 1.864 -5.838 -0.830
H 0.539 -4.057 -2.628
H 2.217 -3.953 -2.128
H 1.199 -2.514 -2.078
H 1.874 -3.523 1.479
H 2.189 -2.352 0.207
H 2.951 -3.942 0.151
H -2.182 -1.247 -1.772
H -2.751 -2.364 -3.003
H -1.021 -2.256 -2.683
H -3.749 -2.304 -0.001
H -3.916 -4.067 -0.024
H -4.303 -3.129 -1.450
H -1.205 -4.836 -2.466
H -2.948 -4.720 -2.629
H -2.262 -5.549 -1.244

Atom charges from the Mulliken analysis, given in e for atoms 1 to 6: -1.257, -0.574, 0.385, -0.623, 0.988, -1.338

=====

total charge of number 2 (C42H56BrN5O8PS2SiTi)? +1